No. 1
Here is a cluster of 2 separate species, C4H10NO2 in total in a non-equilibrium geometry from OMol25. Energies are from wB97M-V/def2-TZVPD.

```
17
C4H10NO2, DFT wB97M-V/def2-TZVPD
O -0.80365 -0.22287 0.38446
C -0.98062 0.79373 1.02849
O -2.09760 0.89807 1.75592
C 0.02035 1.82541 1.27494
C 1.32577 1.56183 0.70669
C 2.27116 0.45123 1.36021
N -1.80126 -2.80188 -3.82231
H -2.57557 0.06704 1.61237
H -0.21753 2.64403 1.96786
H 1.96627 2.43986 0.66849
H 1.00542 1.14216 -0.25409
H 2.47437 0.78143 2.37378
H 3.08836 0.32433 0.65615
H 1.67825 -0.46269 1.39616
H -2.60530 -3.01821 -3.24810
H -0.95212 -2.93885 -3.29048
H -1.79629 -3.48463 -4.57053
```

The calculation puts the molecular weight at 104.13 g mol⁻¹. As for the charge: +1. The calculation puts the HOMO energy at -12.0702 eV. The energy relative to the best compared isomer or geometry (same formula, charge and spin) is 419.7 kJ/mol. The value obtained for the LUMO energy is -8.590 eV.

Atomic partial charges in e from the Mulliken method, atoms 1 to 8:
1. O -0.45
2. C 0.65
3. O -0.42
4. C 0.03
5. C -0.45
6. C -0.89
7. N -0.65
8. H 0.37

No. 2
Here is a cluster of 2 separate species, C5H11NO in total in a non-equilibrium geometry from OMol25. Energies are from wB97M-V/def2-TZVPD.

```
18
C5H11NO, DFT wB97M-V/def2-TZVPD
C 0.80192 -1.40407 -1.62618
N 0.45298 -0.00939 -1.71240
C -0.35381 0.23074 -0.67996
C -0.35641 1.09386 0.39094
C 0.40555 2.37424 0.19009
C -1.04504 0.66128 1.66379
O -0.00090 -2.32467 1.25624
H 1.61830 -1.59502 -2.31090
H -0.04538 -2.07092 -1.78693
H 1.09131 -1.60820 -0.58124
H -1.14423 -0.55602 -0.61616
H -1.14789 -0.41526 1.77118
H 0.51814 2.40891 -0.89688
H 0.04264 3.34930 0.51122
H 1.45241 2.26507 0.51370
H -2.05036 1.07326 1.65791
H -0.64534 0.95741 2.66599
H 0.32784 -3.12301 1.71702
```

The calculation puts the molecular weight at 101.15 g mol⁻¹. As for the charge: +1. The spin multiplicity is 2. The calculation puts the HOMO energy (alpha / beta) at -15.2139 / -14.5387 eV. The energy relative to the best compared isomer or geometry (same formula, charge and spin) is 543.3 kJ/mol. The value obtained for the LUMO energy (alpha / beta) is -7.231 / -6.725 eV.

Atomic partial charges in e from the Mulliken method, atoms 1 to 8:
1. C -0.76
2. N -0.26
3. C -0.11
4. C 0.85
5. C -1.09
6. C -1.20
7. O -0.35
8. H 0.30